Density functional theory data (wB97M-V/def2-TZVPD) for a structure of composition C24H26BBrF4MnN5OS.

ORCA input file:
```
! RIJCOSX wB97M-V def2-TZVPD def2/J DEFGRID3
* xyz 3 4
Mn 0.591 -0.679 -0.407
Br 5.949 -1.035 1.549
C 4.843 -0.575 0.131
C 5.356 -0.065 -1.053
C 4.482 0.258 -2.081
C 3.130 0.062 -1.901
N 2.642 -0.432 -0.754
C 3.475 -0.747 0.251
H 6.424 0.071 -1.169
H 4.849 0.656 -3.017
H 2.417 0.290 -2.684
H 3.044 -1.155 1.156
F -1.314 -3.635 1.734
B -0.106 -3.568 2.297
F 0.749 -4.537 2.128
F 0.151 -2.524 3.071
F 0.929 -2.130 0.498
C 1.060 2.564 1.734
C 0.521 2.299 0.377
O 0.522 1.065 0.015
C 0.088 3.301 -0.523
C -0.252 2.991 -1.858
C -0.662 3.986 -2.711
C -0.756 5.299 -2.244
C -0.433 5.625 -0.931
C -0.006 4.636 -0.072
H 1.348 1.641 2.227
H 0.312 3.072 2.337
H 1.924 3.227 1.655
H -0.174 1.975 -2.219
H -0.910 3.761 -3.739
H -1.083 6.080 -2.920
H -0.515 6.647 -0.588
H 0.249 4.892 0.947
N -0.123 -4.305 -5.179
C 0.049 -3.465 -4.171
C 1.153 -3.582 -3.286
C 1.285 -2.717 -2.250
N 0.396 -1.705 -2.035
C -0.668 -1.576 -2.876
C -0.867 -2.408 -3.927
H 0.518 -5.065 -5.346
H -0.911 -4.229 -5.801
H 1.894 -4.359 -3.421
H 2.102 -2.810 -1.553
H -1.354 -0.759 -2.694
H -1.725 -2.254 -4.568
C -4.038 -2.383 4.099
C -3.352 -1.229 3.451
C -3.212 0.027 3.989
C -2.538 1.010 3.274
N -2.015 0.766 2.044
C -2.187 -0.430 1.540
S -1.776 -0.872 -0.121
N -2.823 -1.410 2.221
C -2.394 2.382 3.840
H -4.139 -2.215 5.168
H -3.491 -3.312 3.931
H -5.039 -2.499 3.675
H -3.635 0.243 4.961
H -2.870 -2.329 1.792
H -3.348 2.730 4.237
H -2.047 3.078 3.085
H -1.691 2.363 4.677
*
```

Properties
- Kohn-Sham gap (spin up / spin down) (eV) = 5.37 / 6.65
- ⟨S²⟩ = 4.0523
- HOMO energy (spin up / spin down) (eV) = -16.85 / -16.85

Atom charges from the Löwdin analysis, given in e for atoms 1 to 6: Mn 0.891; Br 0.901; C -0.669; C -0.041; C 0.000; C -0.099

---

Density functional theory data (wB97M-V/def2-TZVPD) for a structure of composition C24H26BBrINO4RuSi.

ORCA input file:
```
! RIJCOSX wB97M-V def2-TZVPD def2/J DEFGRID3
* xyz 0 5
Ru 0.778 -0.017 -0.507
Br 0.804 7.125 2.379
C 1.341 6.046 0.922
C 1.944 6.634 -0.181
N 2.342 5.935 -1.239
C 2.150 4.619 -1.223
C 1.555 3.952 -0.159
C 1.137 4.681 0.944
C 1.331 2.483 -0.219
O 1.697 1.840 -1.248
O 0.751 1.893 0.733
H 2.106 7.705 -0.210
H 2.475 4.062 -2.092
H 0.667 4.181 1.780
C -5.937 -1.981 -1.003
C -5.668 -0.653 -1.300
C -4.358 -0.238 -1.500
C -3.307 -1.149 -1.406
C -3.590 -2.484 -1.108
C -4.898 -2.898 -0.911
Si -1.530 -0.602 -1.577
C -1.246 1.082 -2.331
C -1.581 2.247 -1.626
C -1.277 3.494 -2.147
C -0.627 3.599 -3.371
C -0.287 2.456 -4.079
C -0.594 1.206 -3.562
H -6.958 -2.304 -0.848
H -6.477 0.061 -1.378
H -4.153 0.801 -1.727
H -2.781 -3.200 -1.015
H -5.107 -3.935 -0.680
H -0.772 -1.608 -2.366
H -2.047 2.174 -0.650
H -1.531 4.388 -1.591
H -0.375 4.575 -3.766
H 0.229 2.536 -5.026
H -0.310 0.317 -4.113
C -3.945 -0.466 2.130
C -2.507 -0.039 2.388
C -2.455 1.069 3.421
O -1.986 0.486 1.130
B -1.276 -0.522 0.539
O -1.145 -1.634 1.323
C -1.545 -1.233 2.668
C -0.266 -0.815 3.383
C -2.185 -2.422 3.354
H -4.505 0.391 1.754
H -4.417 -0.809 3.051
H -4.000 -1.262 1.389
H -3.162 1.853 3.147
H -1.462 1.508 3.484
H -2.736 0.684 4.404
H 0.193 0.047 2.896
H 0.442 -1.642 3.341
H -0.461 -0.570 4.427
H -2.998 -2.833 2.758
H -2.575 -2.131 4.331
H -1.437 -3.200 3.501
I 2.401 -1.946 0.142
*
```

Properties
- Kohn-Sham gap (spin up / spin down) (eV) = 8.43 / 7.67
- energy above the lowest of the compared OMol25 structures with the same formula, charge and spin (kcal/mol) = 2.7
- ⟨S²⟩ = 6.0148
- HOMO energy (spin up / spin down) (eV) = -8.36 / -8.97

Atom charges from the Löwdin analysis, given in e for atoms 1 to 6: Ru 0.860; Br 0.745; C -0.666; C -0.183; N 0.083; C -0.076

---

Density functional theory data (wB97M-V/def2-TZVPD) for a structure of composition C24H26BrO4OsPS.

ORCA input file:
```
! RIJCOSX wB97M-V def2-TZVPD def2/J DEFGRID3
* xyz 2 1
Os -0.137 -0.275 0.033
C 4.147 -2.606 -1.430
C 3.153 -2.184 -0.413
C 1.918 -2.836 -0.315
C 1.001 -2.490 0.666
C 1.271 -1.415 1.555
C 2.528 -0.780 1.465
C 3.440 -1.163 0.503
H 3.672 -2.829 -2.384
H 4.631 -3.531 -1.108
H 4.924 -1.859 -1.566
H 1.707 -3.664 -0.974
H 0.151 -3.138 0.843
H 0.685 -1.306 2.470
H 2.788 -0.012 2.180
H 4.407 -0.684 0.471
C -0.548 2.680 -1.754
P -1.119 1.866 -0.222
C -2.935 1.847 -0.402
C -0.767 3.129 1.046
H -1.144 3.579 -1.913
H -0.677 2.011 -2.603
H 0.502 2.957 -1.672
H -3.295 2.873 -0.478
H -3.421 1.374 0.448
H -3.207 1.304 -1.307
H -1.164 4.081 0.693
H 0.308 3.225 1.188
H -1.225 2.886 2.000
Br 5.776 1.981 -4.423
C 3.982 1.336 -4.460
C 3.333 1.238 -5.688
C 2.054 0.717 -5.741
C 1.412 0.325 -4.579
C 2.052 0.467 -3.344
C 3.352 0.959 -3.278
C 1.288 0.109 -2.126
O 0.281 -0.636 -2.222
O 1.585 0.579 -0.986
H 3.825 1.553 -6.595
H 1.559 0.614 -6.691
H 0.415 -0.087 -4.617
H 3.853 1.046 -2.326
O -5.161 -1.265 6.715
C -4.867 -0.298 5.874
O -5.176 0.845 6.055
C -4.109 -0.658 4.613
C -3.269 0.321 4.080
C -2.578 0.084 2.911
C -2.761 -1.121 2.231
S -2.011 -1.430 0.679
C -3.606 -2.098 2.763
C -4.266 -1.876 3.956
H -4.832 -2.148 6.492
H -3.175 1.261 4.603
H -1.894 0.820 2.503
H -3.735 -3.031 2.240
H -4.919 -2.647 4.340
*
```

Properties
- Kohn-Sham gap (spin up / spin down) (eV) = 4.18 / 4.18
- energy above the lowest of the compared OMol25 structures with the same formula, charge and spin (kcal/mol) = 27.4
- HOMO energy (spin up / spin down) (eV) = -13.80 / -13.80

Atom charges from the Löwdin analysis, given in e for atoms 1 to 6: Os 1.097; C -0.008; C -0.225; C 0.000; C -0.181; C -0.243

---

Q: Which M values were calculated for the entries above? A: 654.219, 739.251, 711.643, in Da.
Q: Which F_max values were calculated for the entries above? A: 1.03, 0.24, 3.07, in eV/A.